23
Properties=species:S:1:pos:R:3 method="wB97M-V/def2-TZVPD" lumo_energy_ha=0.0245 gap_ev=9.90 energy_ev=-10001.8524
O -3.1090 -4.2333 1.0725
N -0.3836 2.3517 -0.6423
C 0.6678 0.4307 0.5776
C 0.7689 -0.5499 -0.5826
C -0.3646 -1.5478 -0.6794
C 0.8231 1.8935 0.0893
C 1.6292 -0.4386 -1.5908
C 1.0064 2.8307 1.3032
H 0.6089 2.3421 2.2051
H 2.5725 0.0965 -1.5752
H 1.5285 0.2230 1.2189
H -0.2796 0.3905 1.1105
H 2.0352 3.0789 1.5435
H 0.2783 3.6302 1.1729
H -1.1637 2.3844 -0.0035
H 1.5045 -1.0663 -2.4612
H -1.2986 -0.9991 -0.5312
H -0.6557 1.6130 -1.2906
H 1.6030 2.0152 -0.6542
H -2.9052 -3.4103 1.5130
H -0.2612 -2.3091 0.0996
H -3.3564 -4.0965 0.1493
H -0.3927 -2.0911 -1.6227

---

15
Properties=species:S:1:pos:R:3 method="wB97M-V/def2-TZVPD" lumo_energy_ha=-0.1662 total_charge=+1 gap_ev=9.64 energy_ev=-7264.5079
N 0.5237 0.7918 0.1736
N -1.3960 -0.9042 -0.5950
C 1.6660 0.8550 1.0174
C -0.0975 -0.7061 -0.0493
C -2.1175 -1.9777 -0.7347
C 0.1077 1.7843 -0.4807
H -1.7391 -2.9825 -0.6022
H 0.5702 -1.0241 -0.8311
H -0.8092 1.6244 -1.1551
H 0.4501 2.8638 -0.4961
H 1.6584 0.0263 1.8592
H 2.5837 0.8147 0.3854
H 1.7048 1.6835 1.6419
H -3.0136 -1.7362 -1.1433
H -0.0918 -1.1130 1.0101

---

62
Properties=species:S:1:pos:R:3 method="wB97M-V/def2-TZVPD" lumo_energy_ha=-0.2150 total_charge=+1 gap_ev=6.66 energy_ev=-66131.8507
Mg -2.6605 -1.2218 1.8527
O -2.8803 2.1199 4.1679
O -4.4558 2.3266 2.7428
O -1.3247 -0.3443 -1.9169
O -3.0009 0.6733 2.4435
O 4.3018 2.5880 -0.9650
O 1.0136 -1.1550 3.7544
O 4.2542 0.6479 -2.0219
O -0.2177 0.9206 -0.4794
O -4.4164 -0.9525 0.7482
O -3.8501 -1.4863 -1.2394
O -0.2540 -0.8679 -4.1087
O 6.1188 1.9320 -1.9079
O -1.9821 -3.7295 -1.2861
O -0.0296 -2.9743 4.1335
O 1.0679 0.9398 -4.3229
O -1.6921 -0.3974 0.2599
O 1.6986 -0.9921 -5.1009
O -1.0650 -4.8052 0.3201
O -5.8059 -0.6397 -0.8530
O -2.2019 -3.0609 0.7733
O -0.9428 -1.4773 2.7321
N -4.7065 -1.0125 -0.4728
N -1.7480 -3.8717 -0.0408
N -1.1039 0.1034 -0.7095
C 2.9910 -0.4082 -5.2543
C 0.7740 -0.3184 -4.4562
C 4.8511 1.6216 -1.6783
C 3.0747 2.2434 -0.3493
C -0.0291 -1.8665 3.4595
C -5.2827 1.9102 1.6462
C 1.2778 0.0491 3.0201
C 6.9116 0.9996 -2.6432
C -3.3996 1.6488 3.0683
C 0.1696 1.8396 -3.6435
C -1.1093 -3.9030 4.0198
C -1.5333 1.7538 4.4822
Be -2.0123 -1.8481 -2.8089
H 0.4155 0.4245 2.4717
H -1.6121 -3.8403 3.0583
H 7.0225 1.2612 -3.6925
H 6.4611 0.0065 -2.6160
H -0.8757 1.9699 3.6372
H -1.4785 0.6595 4.4519
H -1.2177 2.1699 5.4253
H 3.0381 1.1813 -0.0923
H -0.8365 1.7906 -4.0641
H 3.4149 -0.1265 -4.2925
H 1.5487 0.8515 3.7045
H -0.7038 -4.9035 4.1325
H -4.8527 2.3550 0.7471
H 0.5702 2.8248 -3.8503
H 3.0060 0.4521 -5.9256
H 0.1128 1.5386 -2.6029
H -1.8180 -3.7654 4.8367
H 2.8888 2.8543 0.5267
H 2.2529 2.3300 -1.0662
H 2.1302 -0.1913 2.3913
H 3.6277 -1.1261 -5.7658
H -6.1960 2.5047 1.7058
H -5.5510 0.8629 1.6181
H 7.8519 0.9309 -2.1044

---

27
Properties=species:S:1:pos:R:3 method="wB97M-V/def2-TZVPD" lumo_energy_ha=-0.2513 total_charge=+1 gap_ev=4.86 energy_ev=-99515.5562
Co -0.1459 0.0120 1.6450
Co 2.4488 0.2547 1.6117
O 1.0761 -0.3371 4.2940
O 4.4592 0.8223 3.6604
O 4.2152 1.0907 -0.5441
O -2.7131 0.6771 2.9145
O -0.5551 -2.8318 1.1685
O 2.7004 -2.6009 0.9930
N -2.0299 0.2920 -3.0124
C 2.5709 -1.4781 1.2340
C 3.5003 0.7813 0.3068
C -0.0279 0.2974 -0.1321
C 3.6630 0.6242 2.8467
C -0.4797 -0.1087 -1.3427
C 0.9716 -0.1419 3.1445
C -3.4486 0.0983 -3.2700
C 0.8372 1.0926 0.5896
C -1.6885 0.4369 2.4302
C -0.4065 -1.7014 1.3694
H -3.9796 0.0430 -2.3148
H -3.8674 0.9345 -3.8392
H -3.6147 -0.8308 -3.8182
H -1.4612 -0.2357 -3.6725
H -1.2405 -0.8849 -1.3414
H 0.0057 0.2560 -2.2456
H 0.9835 2.1579 0.3435
H -1.7736 1.2806 -3.0187

---

132
Properties=species:S:1:pos:R:3 method="wB97M-V/def2-TZVPD" lumo_energy_ha=0.0142 gap_ev=10.06 energy_ev=-58170.1301
O -3.3152 -0.2256 -2.7336
O 1.2605 -2.8953 1.9055
O -0.5314 0.7151 -2.9996
O -0.6422 -0.7764 2.4508
O -1.1541 3.5275 -4.1707
O 2.1648 -6.5497 -2.8503
O 3.6813 -1.2217 1.2410
O -1.7665 6.2891 1.7056
O -4.5695 -2.8615 -3.6074
O 4.3073 0.6779 3.6229
O -1.2712 1.5559 4.0042
C 2.1122 -5.3185 -2.1000
C -4.4926 -5.2478 -3.3017
C 3.1147 1.4767 3.7692
C 3.0051 -4.0863 2.9738
C -4.0663 -3.8897 -2.8171
C -0.2452 1.3102 6.1199
C -3.6339 5.3380 0.5451
C -4.8527 -0.0439 -0.9476
C -0.4899 3.5759 5.1319
C -2.5536 -3.7510 -2.7935
C 4.0089 0.4155 -0.4776
C -0.1234 -0.9308 -4.7048
C 4.2668 -1.0201 -0.0670
C 3.7960 -2.0472 -1.0960
C -2.5248 5.0779 1.5708
C -1.6675 3.8540 1.1607
C 0.0762 0.9539 0.9843
C -3.5707 2.0047 -1.7119
C 3.0797 2.6168 2.7408
C -4.2070 0.6519 -2.1130
C 1.5926 -2.4967 4.3524
C -1.0092 -0.1246 1.2119
C -0.0991 4.4441 -3.8069
C -0.1460 4.7069 -2.2966
C -0.3044 2.1153 4.8709
C 1.3183 -4.3019 -2.9315
C 1.2838 3.9765 -4.2555
C 3.1748 2.0982 5.1565
C 1.5782 -3.4903 3.1702
C -1.0412 -1.1584 0.1057
C 1.8135 0.2884 -3.5808
C 0.3617 -0.3127 -3.4641
C 1.4284 -5.6480 -0.8206
H -0.3500 5.3861 -4.3224
H 2.2308 0.8048 3.6453
H -2.1949 -2.7576 -2.6650
H 0.5213 -2.2691 1.9641
H 3.7654 3.4210 2.9092
H 2.0118 1.0158 -4.3538
H 0.0262 1.8058 1.7126
H -5.2305 -1.0084 -1.2317
H 0.2520 3.9233 5.8327
H -4.5013 -3.6630 -1.8251
H -0.0244 0.2635 5.9265
H -4.3354 4.5112 0.5214
H -4.2554 2.5656 -1.0670
H -1.4210 -0.6656 -0.7835
H -2.6640 1.8098 -1.1349
H 1.1996 3.4458 -5.2122
H 2.2490 0.6041 -2.6229
H 0.8665 -4.2770 3.4114
H 3.2933 -4.5297 3.9239
H 0.6010 -2.0934 4.6451
H -0.3340 -0.1506 -5.4497
H 3.1195 -4.9577 -1.8888
H 0.3747 -5.9122 -1.1024
H -2.1794 -4.0617 -3.7629
H 1.7183 3.2544 -3.5745
H 2.4966 -0.5631 -3.8542
H 0.5864 2.0058 4.2959
H -1.1708 4.0200 0.2194
H 1.8312 -6.5451 -0.3101
H 5.3501 -1.0619 0.0406
H -5.6682 0.5570 -0.5468
H 0.3555 -1.0926 -2.6806
H 2.1609 -1.5724 4.1954
H 4.1435 -1.7320 -2.0489
H -0.2583 3.8704 -1.5881
H -0.9814 5.3482 -2.0439
H -1.1220 1.5663 6.6868
H 2.8741 -1.7816 1.1262
H 2.5132 -6.3528 -3.7003
H -0.9843 6.1063 2.2600
H -0.7934 -0.0908 3.1040
H -4.9973 0.8436 -2.8897
H 0.7587 5.2221 -1.9882
H 0.3096 -4.7148 -3.0216
H 2.7025 -2.2134 -1.1215
H -4.0093 -6.0620 -2.7646
H 1.9052 4.8709 -4.3990
H 3.6971 -3.3115 2.6980
H 4.5431 0.6862 -1.3885
H 4.4769 1.0158 0.3066
H 1.3129 -4.7429 -0.1796
H -3.2524 5.3875 -0.4697
H -2.3412 2.9867 1.0563
H 4.1834 -3.0339 -0.8095
H -4.4612 -2.9862 -4.5388
H 0.0156 1.3638 -0.0310
H 2.0684 3.0155 2.5410
H -5.5521 -5.4467 -3.1660
H 2.9896 0.6445 -0.6579
H -2.0628 -4.4365 -2.1174
H 1.9793 -2.9693 5.2383
H 2.4752 2.8989 5.2729
H 3.9985 -0.1377 3.2115
H 2.9657 1.3644 5.9148
H 0.5290 1.6664 6.8112
H -0.4727 4.2115 4.2410
H -4.1261 6.3278 0.7439
H -1.3948 0.2699 -2.9957
H -0.7790 2.6545 -3.9193
H -3.3268 2.5826 -2.6149
H -1.4555 3.8301 5.6061
H -2.1422 1.6183 4.4066
H 0.5633 -1.7138 -5.0720
H -3.8460 -1.0212 -2.8666
H -1.0633 -1.5763 -4.4780
H -1.0262 3.6202 2.0630
H 3.0243 -4.8393 2.1764
H 1.8141 -4.2174 -3.9268
H -4.2314 -5.3244 -4.3391
H 1.2644 -3.3063 -2.4377
H 3.3947 2.2028 1.7769
H -4.1004 -0.1943 -0.1988
H -3.0241 4.8647 2.5099
H -2.0073 0.3254 1.3064
H 4.1630 2.4711 5.3462
H -1.6628 -2.0127 0.3767
H -0.0048 -1.4753 -0.1108
H 0.9861 0.3715 1.1016

---

71
Properties=species:S:1:pos:R:3 method="wB97M-V/def2-TZVPD" lumo_energy_ha=-0.0672 gap_ev=6.15 energy_ev=-47386.0796
O 4.8060 -0.8313 -0.0321
N 0.0114 -3.1380 -4.5570
N 4.3954 -2.3360 2.2965
N 4.4192 1.3254 1.0990
N -2.6392 -2.5190 6.0393
N 2.4608 -8.1774 1.3778
N -5.3881 -1.9769 -2.4200
N 2.6155 0.2233 -0.4483
N -3.9154 3.1413 3.9833
N 3.5959 2.3055 1.3581
N 1.7944 1.2049 -0.1877
N 5.1972 -1.8618 -5.7431
N 1.6722 6.0440 -0.7487
C 2.4699 5.4766 -1.5436
C -3.9209 -0.9958 0.3363
C -1.5055 3.1508 1.2187
C 5.1387 -1.8559 -4.4834
C -0.0553 2.7518 1.8877
C 1.8422 -1.7368 -6.1124
C -5.0298 3.4174 3.4618
C -3.6795 -0.5584 1.8996
C -4.2993 -4.4561 -3.0542
C 2.3229 2.1792 0.7171
C 3.4891 -5.6008 1.1847
C -3.3964 -0.0929 -0.9666
C -2.3151 1.7312 0.8697
C 1.2462 3.4096 1.0971
C -1.6109 0.0577 5.8463
C 0.8415 -2.5027 -5.2623
C -4.8944 -3.1010 -2.7076
C 4.5914 -1.7239 1.1503
C 5.0685 -1.8488 -2.9651
C -6.3730 3.7505 2.8331
C -2.5667 1.3016 -0.7066
C 2.9271 -7.0091 1.2903
C 3.4313 4.7927 -2.5020
C -2.1729 -1.3506 5.9518
C 3.8766 0.3255 0.2262
C -2.8537 0.8485 2.1598
H -1.0747 0.3148 6.7640
H 3.0636 3.7930 -2.7486
H -2.4240 0.7733 5.6965
H 5.4853 -2.7784 -2.5682
H 4.4186 4.7051 -2.0401
H -2.2163 3.7120 1.9941
H 2.6760 -4.8852 1.0350
H 5.6400 -1.0048 -2.5694
H 3.5190 5.3769 -3.4221
H 4.1795 -5.5373 0.3393
H -4.0608 -1.1952 2.8262
H 0.0215 1.5777 1.8997
H -4.5042 -1.9812 0.0633
H -4.7231 -4.8198 -3.9944
H 0.0199 3.0913 3.0287
H 2.8498 -1.8642 -5.7075
H -6.8726 4.5313 3.4129
H 4.0253 -5.3437 2.1024
H 0.9028 3.9345 0.0822
H -0.9205 0.1211 5.0008
H 1.7362 4.1964 1.8490
H -2.6382 1.2817 3.2307
H -1.4124 3.7382 0.1937
H -4.5226 -5.1751 -2.2613
H -2.1640 2.0322 -1.5336
H 1.5915 -0.6726 -6.1153
H -6.2276 4.1053 1.8091
H -3.2147 -4.3703 -3.1621
H 1.8214 -2.1104 -7.1399
H 4.0282 -1.7579 -2.6405
H -3.5931 -0.4125 -2.0832
H -7.0070 2.8597 2.8147